C36H51AgBrClGeN4O7SSeSi as an isolated structure at a distorted geometry. Source: the OMol25 dataset; level of theory: ωB97M-V/def2-TZVPD.

Results
* relative energy (zero: lowest compared OMol25 entry of this formula, charge and spin): 63.9 kJ/mol
* largest force on an atom: 1.04 eV/A
* HOMO-LUMO gap: 4.719 eV
* total charge: -2

Each line ends with the Löwdin charge.
Atoms and positions in Å:
Ag1 1.896 -1.382 0.414  0.711
C1 -1.169 -3.092 4.184  -0.184
Si1 0.501 -2.873 3.260  0.380
C2 1.712 -4.111 4.056  -0.180
C3 1.124 -1.184 3.843  -0.170
N1 0.306 -2.904 1.569  -0.115
C4 -0.201 -3.976 0.907  -0.315
C5 -0.372 -5.243 1.528  -0.067
C6 -0.905 -6.348 0.893  -0.139
C7 -1.344 -6.260 -0.416  -0.145
C8 -1.220 -5.038 -1.067  -0.053
C9 -0.653 -3.936 -0.449  -0.194
O1 -0.634 -2.716 -1.120  -0.020
C10 -0.579 -2.761 -2.481  -0.308
C11 -1.552 -2.078 -3.201  -0.026
C12 -1.532 -2.087 -4.588  -0.111
C13 -0.542 -2.781 -5.267  -0.119
C14 0.437 -3.452 -4.544  -0.081
C15 0.421 -3.451 -3.161  -0.007
H1 -1.028 -3.086 5.269  0.012
H2 -1.671 -4.025 3.916  0.009
H3 -1.852 -2.274 3.935  0.003
H4 1.796 -3.945 5.134  0.015
H5 2.699 -3.961 3.611  0.021
H6 1.431 -5.155 3.898  0.002
H7 1.657 -1.286 4.793  0.030
H8 0.310 -0.468 3.997  0.016
H9 1.822 -0.767 3.119  -0.015
H10 -0.037 -5.334 2.553  0.057
H11 -0.984 -7.287 1.432  0.085
H12 -1.781 -7.111 -0.924  0.076
H13 -1.580 -4.946 -2.083  0.108
H14 -2.324 -1.550 -2.653  0.114
H15 -2.301 -1.560 -5.143  0.091
H16 -0.531 -2.793 -6.351  0.086
H17 1.230 -3.975 -5.065  0.101
H18 1.184 -3.962 -2.592  0.131
Cl1 6.691 -1.554 3.137  0.497
C16 5.374 -0.357 3.048  -0.512
C17 4.227 -0.784 2.088  -0.794
O2 3.777 0.152 1.382  -0.109
O3 3.845 -1.964 2.138  -0.092
H19 5.803 0.586 2.725  0.055
H20 4.971 -0.260 4.056  0.062
Br1 6.908 -1.859 -4.372  0.581
C18 5.437 -1.829 -3.121  -0.712
C19 4.283 -1.152 -3.458  -0.177
C20 3.241 -1.121 -2.532  -0.192
C21 3.286 -1.754 -1.279  -0.194
C22 4.491 -2.429 -1.016  -0.148
C23 5.564 -2.468 -1.904  -0.166
H21 4.192 -0.653 -4.417  0.080
H22 2.347 -0.578 -2.830  0.017
H23 4.616 -2.932 -0.062  0.073
H24 6.484 -2.980 -1.645  0.084
C24 -5.571 6.174 0.738  -0.126
C25 -4.194 5.535 0.793  -0.296
S1 -4.258 4.119 1.918  0.639
O4 -4.726 4.586 3.201  -0.319
O5 -5.022 3.070 1.282  -0.318
C26 -2.533 3.650 2.002  -0.210
C27 -2.317 2.291 2.672  -0.127
N2 -0.990 1.758 2.390  0.060
C28 -0.711 0.654 1.645  -0.334
N3 0.587 0.552 1.396  0.062
C29 1.193 1.599 1.971  -0.037
C30 0.250 2.374 2.613  -0.148
N4 0.500 3.498 3.390  -0.355
O6 -0.372 3.926 4.149  0.031
O7 1.611 3.995 3.331  0.068
C31 -1.693 -0.362 1.212  0.010
H25 -5.556 7.062 0.107  0.074
H26 -5.888 6.457 1.741  0.073
H27 -6.294 5.464 0.338  0.078
H28 -3.437 6.211 1.193  0.104
H29 -3.878 5.139 -0.171  0.085
H30 -2.046 4.434 2.574  0.094
H31 -2.188 3.624 0.966  0.106
H32 -3.057 1.598 2.275  0.110
H33 -2.451 2.381 3.748  0.133
H34 2.267 1.711 1.957  0.115
H35 -2.595 -0.364 1.822  0.079
H36 -1.188 -1.337 1.277  0.057
H37 -1.955 -0.210 0.162  0.069
C32 -2.818 2.468 -2.091  -0.215
Ge1 -1.300 3.315 -3.009  0.753
C33 -1.928 4.097 -4.727  -0.234
C34 -0.420 4.750 -1.966  -0.220
C35 -0.035 1.851 -3.354  -0.576
Se1 0.453 0.901 -1.673  0.875
C36 2.047 1.934 -1.295  -0.385
H38 -3.529 3.137 -1.614  -0.005
H39 -2.413 1.798 -1.331  -0.020
H40 -3.366 1.856 -2.810  0.021
H41 -2.675 4.871 -4.541  0.003
H42 -2.379 3.324 -5.349  0.007
H43 -1.102 4.543 -5.282  0.007
H44 -1.013 5.666 -1.958  0.005
H45 0.551 4.974 -2.408  0.016
H46 -0.251 4.433 -0.936  0.001
H47 0.895 2.173 -3.823  0.010
H48 -0.504 1.110 -4.003  -0.002
H49 1.797 2.902 -0.860  0.008
H50 2.604 2.062 -2.220  0.024
H51 2.630 1.338 -0.591  -0.003

Forces on the atoms, in the same order (eV/Å):
Ag -0.118 -0.679 -0.565
C 0.109 -0.093 -0.156
Si 0.080 0.166 0.449
C -0.043 -0.016 -0.261
C 0.003 -0.057 -0.029
N -0.117 0.097 -0.219
C 0.044 0.196 0.273
C 0.055 -0.043 -0.117
C -0.051 -0.072 0.097
C -0.026 -0.104 -0.051
C -0.008 0.011 0.027
C -0.126 -0.262 0.176
O 0.057 0.143 0.041
C -0.030 0.063 -0.118
C -0.046 0.125 0.189
C 0.023 -0.013 -0.105
C -0.036 0.057 -0.033
C -0.009 0.004 -0.037
C 0.155 0.052 0.144
H 0.054 0.008 0.007
H 0.012 -0.008 -0.005
H 0.022 0.030 -0.035
H -0.049 0.071 0.013
H 0.001 0.056 -0.009
H 0.040 0.019 0.061
H -0.043 -0.068 0.036
H -0.021 0.003 -0.019
H 0.014 -0.058 0.087
H -0.061 -0.072 -0.106
H 0.001 0.015 0.018
H 0.012 0.008 -0.022
H 0.007 0.040 -0.020
H 0.013 -0.015 -0.001
H 0.006 0.016 0.035
H 0.026 0.006 0.008
H 0.014 -0.003 0.024
H 0.034 0.022 0.044
Cl 0.260 -0.172 0.081
C -0.364 0.090 -0.232
C 0.270 -0.060 0.031
O -0.002 0.290 0.457
O 0.073 0.166 0.187
H 0.021 -0.027 -0.008
H -0.021 0.017 -0.020
Br -0.044 -0.016 0.043
C 0.105 0.054 -0.113
C -0.008 0.018 -0.032
C 0.028 -0.208 -0.071
C -0.205 0.354 -0.006
C -0.025 -0.026 0.017
C 0.002 -0.084 0.021
H 0.032 -0.009 0.003
H 0.018 -0.056 0.003
H -0.002 0.042 0.027
H -0.013 -0.011 -0.014
C -0.033 -0.076 0.078
C -0.033 -0.389 0.322
S -0.227 0.043 -0.270
O 0.279 0.113 0.102
O 0.242 0.019 -0.133
C -0.144 -0.097 0.071
C -0.158 0.016 0.086
N 0.141 0.274 0.115
C 0.088 0.047 0.113
N -0.148 -0.085 -0.106
C -0.106 0.273 0.233
C -0.086 -0.632 -0.822
N 0.231 0.373 0.744
O -0.509 -0.066 -0.145
O 0.195 0.043 -0.193
C -0.095 -0.009 -0.113
H 0.012 -0.017 -0.026
H -0.026 0.044 -0.034
H -0.027 0.055 -0.024
H 0.026 0.005 -0.041
H 0.069 0.043 0.000
H 0.167 0.145 -0.099
H 0.067 0.024 0.003
H 0.155 -0.118 0.050
H -0.027 0.020 -0.024
H 0.019 -0.037 -0.039
H 0.014 -0.007 -0.029
H 0.030 0.016 -0.013
H -0.027 0.023 -0.019
C 0.126 -0.031 -0.024
Ge 0.213 -0.061 -0.209
C 0.034 -0.035 0.297
C -0.189 -0.227 -0.033
C -0.083 0.025 0.396
Se -0.381 0.224 -0.462
C 0.003 -0.003 0.170
H -0.056 0.173 0.011
H -0.005 0.022 0.017
H -0.001 0.012 -0.015
H -0.010 0.000 -0.031
H -0.012 -0.018 0.010
H 0.029 -0.005 0.028
H -0.040 -0.022 -0.006
H 0.006 -0.005 -0.024
H 0.008 -0.029 -0.005
H -0.034 0.030 -0.056
H 0.017 -0.042 -0.015
H 0.030 -0.005 -0.015
H 0.069 -0.056 0.021
H 0.064 -0.001 -0.035